Here is C36H36Br2Cl3N3O4PdS as an isolated structure at a distorted geometry from the Open Molecules 2025 dataset. Energies are from ωB97M-V/def2-TZVPD.

```
! wB97M-V def2-TZVPD RIJCOSX def2/J DEFGRID3
* xyz 0 3
Pd 1.0799 -2.6483 -0.2444
C 1.2186 3.3128 5.0337
C 1.2018 1.7864 5.1406
C -0.0641 1.3631 5.8986
C 2.4364 1.3078 5.9137
C 1.2052 1.1337 3.7731
C 0.9812 -0.2361 3.6774
C 0.8535 -0.8196 2.4444
Br 0.4558 -2.7186 2.4039
C 0.9292 -0.1011 1.2173
O 0.5518 -0.6149 0.1046
C 1.3342 1.2658 1.3334
C 1.4165 1.8332 2.5903
C 1.5317 2.1673 0.1179
C 0.2888 3.0683 0.0119
C 2.7765 3.0498 0.2936
C 1.7297 1.3986 -1.1925
H 1.1129 3.7596 6.0194
H 0.3934 3.6578 4.4135
H 2.1581 3.6593 4.6102
H -0.1135 1.8734 6.8577
H -0.0744 0.2937 6.0840
H -0.9523 1.6141 5.3246
H 2.4523 1.7390 6.9123
H 3.3424 1.6044 5.3917
H 2.4330 0.2243 6.0011
H 0.8778 -0.8481 4.5588
H 1.6410 2.8832 2.6454
H 0.2829 3.8047 0.8120
H -0.6193 2.4770 0.0940
H 0.2733 3.5946 -0.9400
H 2.7117 3.7021 1.1582
H 2.8966 3.6830 -0.5822
H 3.6652 2.4339 0.3939
H 0.8036 0.9621 -1.5525
H 2.4607 0.6014 -1.0602
H 2.0941 2.0780 -1.9614
Br 8.7811 -2.6055 0.9048
C 7.3710 -3.1179 -0.2626
C 7.6735 -3.7001 -1.4868
N 6.7407 -4.0982 -2.3300
C 5.4724 -3.9210 -2.0075
C 5.0713 -3.3192 -0.8169
C 6.0483 -2.9165 0.0883
C 3.6253 -3.0626 -0.5481
O 2.7676 -3.6808 -1.2332
O 3.3052 -2.2240 0.3236
H 8.6994 -3.8508 -1.7923
H 4.7376 -4.2651 -2.7231
H 5.7668 -2.4679 1.0288
Cl -5.4131 -0.1899 -6.8284
C -5.1014 -0.2796 -5.1391
C -4.4362 -1.3727 -4.6109
C -4.1825 -1.4234 -3.2527
C -4.5894 -0.4136 -2.3870
C -4.2879 -0.4157 -0.9030
C -4.2813 -1.8080 -0.2081
N -3.1623 -2.6469 -0.5379
C -3.1595 -3.8276 -1.2262
C -1.8521 -4.2037 -1.3458
N -1.0666 -3.2769 -0.7335
C -1.8833 -2.3675 -0.2461
O -3.1068 0.2984 -0.5602
C -2.0811 0.4163 -1.5305
C -2.3000 1.5527 -2.4863
C -2.1035 1.4639 -3.8330
Cl -1.5517 0.0916 -4.6892
S -2.4493 2.9476 -4.6581
C -2.8557 3.6967 -3.1638
C -2.7293 2.8519 -2.1130
C -5.2649 0.6725 -2.9516
Cl -5.8061 1.9835 -1.9766
C -5.5202 0.7492 -4.3102
H -4.1018 -2.1695 -5.2548
H -3.6420 -2.2777 -2.8824
H -5.0961 0.1360 -0.3982
H -5.2092 -2.3336 -0.4384
H -4.2409 -1.6111 0.8684
H -4.0660 -4.3119 -1.5274
H -1.4358 -5.0722 -1.8171
H -1.5932 -1.5018 0.3154
H -1.9459 -0.5083 -2.0993
H -1.1727 0.5911 -0.9452
H -3.1662 4.7216 -3.1613
H -2.9296 3.1236 -1.0923
H -6.0411 1.6005 -4.7184
*
```

Properties
HOMO-LUMO gap (spin up / spin down): 7.86 / 5.56 eV
<S²>: 2.01
E_HOMO (spin up / spin down): -7.61 / -7.53 eV

---

Here is C36H36CoF6N3O3P2 as an isolated structure at a distorted geometry from the Open Molecules 2025 dataset. Energies are from ωB97M-V/def2-TZVPD.

```
! wB97M-V def2-TZVPD RIJCOSX def2/J DEFGRID3
* xyz 1 4
Co 0.0369 0.3417 -0.2611
N -1.6915 2.1797 1.2531
P -1.5292 0.5051 1.6465
C -2.1935 0.6155 3.3646
C -3.2529 1.4709 3.6745
C -3.7667 1.5234 4.9593
C -3.2171 0.7441 5.9664
C -2.1528 -0.0920 5.6757
C -1.6492 -0.1604 4.3844
C -2.8861 -0.4384 0.8366
C -4.2424 -0.1907 1.0150
C -5.1895 -1.0177 0.4283
C -4.7957 -2.1106 -0.3267
C -3.4450 -2.3656 -0.5162
C -2.5038 -1.5292 0.0560
C -0.6413 2.9371 0.7990
C -0.6754 4.3335 0.9348
C 0.3692 5.0862 0.4614
C 1.4470 4.4468 -0.1493
C 1.4168 3.0792 -0.2438
N 0.4112 2.3245 0.2309
H -2.4533 2.7258 1.6174
H -3.7111 2.1069 2.9276
H -4.6017 2.1779 5.1728
H -3.6194 0.7907 6.9695
H -1.7086 -0.6967 6.4557
H -0.8388 -0.8361 4.1625
H -4.5797 0.6502 1.6045
H -6.2419 -0.8062 0.5678
H -5.5361 -2.7663 -0.7658
H -3.1324 -3.2180 -1.1063
H -1.4487 -1.7321 -0.0954
H -1.5277 4.8010 1.4096
H 0.3488 6.1635 0.5562
H 2.2861 5.0006 -0.5438
H 2.2288 2.5481 -0.7180
N 3.0374 -2.6559 1.8189
C 1.7518 -3.0884 2.4100
C 0.6884 -2.0605 1.9081
O -0.4456 -2.1205 2.3316
O 1.1949 -1.2548 1.0303
H 3.6906 -2.2759 2.4953
H 2.5905 -1.8335 1.1848
H 3.4961 -3.3527 1.2394
H 1.7733 -3.1016 3.4956
H 1.4641 -4.0724 2.0481
C -3.6208 0.8143 -2.3590
C -2.1491 1.2313 -2.4838
O -1.3682 0.6547 -1.5304
C -2.1095 2.7843 -2.4812
F -0.8620 3.2802 -2.4582
F -2.7499 3.2801 -1.4004
F -2.7227 3.2998 -3.5596
C -1.6394 0.7618 -3.8781
F -1.4529 -0.5780 -3.8528
F -2.4840 1.0138 -4.8863
F -0.4513 1.3170 -4.2023
H -4.0035 1.1715 -1.4070
H -3.6728 -0.2733 -2.3618
H -4.2196 1.2214 -3.1712
C 1.8309 -0.2392 -3.5069
P 1.8653 -0.3848 -1.6829
C 3.4930 0.2989 -1.2093
C 3.7123 0.6087 0.1355
C 4.9191 1.1514 0.5468
C 5.9218 1.3944 -0.3826
C 5.7125 1.0906 -1.7191
C 4.5045 0.5466 -2.1333
C 2.1619 -2.1944 -1.5894
C 1.0719 -3.0352 -1.8159
C 1.2334 -4.4117 -1.8144
C 2.4873 -4.9644 -1.5853
C 3.5759 -4.1349 -1.3546
C 3.4150 -2.7529 -1.3547
H 2.6177 -0.8456 -3.9530
H 1.9306 0.8025 -3.8082
H 0.8713 -0.6091 -3.8608
H 2.9105 0.4588 0.8506
H 5.0774 1.3937 1.5900
H 6.8591 1.8320 -0.0656
H 6.4902 1.2838 -2.4463
H 4.3565 0.3199 -3.1805
H 0.0940 -2.5987 -1.9991
H 0.3847 -5.0574 -1.9990
H 2.6198 -6.0381 -1.6081
H 4.5607 -4.5585 -1.1961
H 4.2733 -2.1118 -1.1913
*
```

Properties
HOMO-LUMO gap (spin up / spin down): 8.63 / 8.59 eV
<S²>: 3.76
E_HOMO (spin up / spin down): -10.99 / -10.98 eV

---

Here is C36H36FGaN5O2S2 as an isolated structure at a distorted geometry from the Open Molecules 2025 dataset. Energies are from ωB97M-V/def2-TZVPD.

```
! wB97M-V def2-TZVPD RIJCOSX def2/J DEFGRID3
* xyz -1 1
Ga 7.3903 0.2657 19.6606
C 7.2596 3.3412 17.5634
C 6.1127 3.1043 18.6107
C 5.2751 1.9181 18.2771
N 6.0305 0.6495 18.4688
C 6.1439 -0.2041 17.4045
C 5.7962 0.0772 16.1224
C 5.9953 -0.7535 14.9357
C 6.0793 -2.0548 14.8751
C 5.9318 -2.9850 15.9663
C 6.2018 -2.6648 17.2138
C 6.9933 -1.4412 17.6978
N 7.3110 -1.4949 19.1454
C 6.2702 -2.1671 19.9896
C 6.5897 -1.9986 21.4996
C 6.1318 -0.6908 22.0994
N 6.9121 0.3903 21.5095
C 7.2291 1.5491 22.1103
C 6.6451 2.0143 23.2814
C 6.9473 3.0816 24.1097
C 7.9851 3.9182 24.1037
C 8.7926 4.1548 22.9610
C 8.8231 3.4753 21.7486
C 8.2357 2.3390 21.2758
N 8.4478 1.7744 20.1047
C 9.1884 2.5506 19.0764
C 8.4918 3.7269 18.3189
H 6.9412 4.1532 16.8820
H 7.4573 2.5115 16.9111
H 5.6207 4.0774 18.7138
H 6.5566 2.9832 19.5722
H 4.7526 2.0611 17.2936
H 4.3940 1.9217 18.9438
H 5.4016 1.1017 15.9183
H 5.9801 -0.2280 13.9994
H 6.1933 -2.5090 13.9002
H 5.4792 -3.9169 15.7568
H 6.0409 -3.3058 18.0490
H 6.2399 -3.2305 19.8075
H 5.3109 -1.6648 19.8007
H 7.6690 -2.0561 21.6661
H 6.1680 -2.8283 22.0572
H 6.2784 -0.7351 23.1805
H 5.0895 -0.4944 21.8019
H 5.7791 1.3446 23.5254
H 6.2507 3.1617 25.0021
H 8.1933 4.5754 24.9554
H 9.5570 4.9303 23.0058
H 9.4087 4.0505 21.1042
H 9.3769 1.8250 18.2895
H 10.1261 2.9380 19.4736
H 9.2637 4.2679 17.7499
H 8.2068 4.4518 19.1254
O 2.4585 5.4984 16.0912
S 3.5322 4.9939 16.8803
O 4.5595 4.2848 16.1629
N 3.0495 4.1779 18.1689
C 3.5298 4.7156 19.2763
S 3.5057 4.0494 20.8234
C 4.1932 6.0313 19.0242
C 4.9149 6.6731 20.0013
C 5.7147 7.7154 19.6197
C 5.7500 8.1304 18.2602
C 5.0614 7.4124 17.3071
C 4.3445 6.3186 17.7060
H 5.0461 6.2662 21.0165
H 6.3377 8.2747 20.3397
H 6.4040 8.9466 18.0166
H 5.1594 7.7059 16.2142
F 11.4641 -5.8961 16.0611
C 10.7391 -4.7347 16.3442
C 9.7416 -4.4356 15.4409
C 9.1021 -3.2247 15.5873
C 9.2228 -2.4359 16.7591
C 8.3530 -1.2244 17.0098
C 10.2441 -2.8627 17.6585
C 11.0183 -3.9842 17.4501
H 9.6031 -5.0238 14.5314
H 8.3170 -3.0234 14.8465
H 8.2273 -0.7750 16.0782
H 8.9049 -0.4682 17.6234
H 10.3218 -2.3248 18.6018
H 11.8764 -4.2877 18.0723
*
```

Properties
HOMO-LUMO gap: 6.16 eV
relative energy (zero: lowest compared OMol25 entry of this formula, charge and spin): 0.000 eV
E_HOMO: -4.56 eV

---

Here is C36H36N4O4S as an isolated structure at a distorted geometry from the Open Molecules 2025 dataset. Energies are from ωB97M-V/def2-TZVPD.

```
! wB97M-V def2-TZVPD RIJCOSX def2/J DEFGRID3
* xyz 0 1
C -1.7671 -4.3370 -3.2939
C -0.9208 -3.9650 -2.1137
C -0.7325 -2.6110 -1.7512
C -0.1446 -2.3065 -0.5227
C 0.0823 -1.0248 0.2463
C 0.2606 -3.3840 0.2594
N 0.6147 -2.9366 1.5197
C 0.3969 -1.5404 1.6717
N 1.5371 -1.1027 2.4415
C 1.8885 0.1753 3.0135
C 1.5283 0.4291 4.3556
C 0.5903 -0.4699 5.0997
C 2.1550 1.4588 5.0606
C 3.2489 2.1385 4.5218
C 4.0254 3.1081 5.3675
C 3.6325 1.8472 3.2109
C 2.9970 0.8515 2.4675
C 3.6275 0.4254 1.1804
C 2.1313 -2.2388 2.9736
C 1.5870 -3.3351 2.3972
C 0.2156 -4.7291 -0.1003
C 0.7611 -5.7761 0.8038
C -0.3970 -5.0010 -1.3277
H -1.6497 -5.4010 -3.5359
H -2.8291 -4.1724 -3.0524
H -1.5227 -3.7479 -4.1861
H -1.0899 -1.8254 -2.4189
H -0.6047 -1.4008 2.3878
H 0.9001 -0.4063 -0.1487
H -0.8144 -0.4003 0.3180
H 0.0570 0.0948 5.8757
H -0.1656 -0.8862 4.4303
H 1.0981 -1.3130 5.5943
H 1.8236 1.6971 6.0734
H 4.7375 3.6724 4.7575
H 3.3553 3.8139 5.8718
H 4.5957 2.5858 6.1484
H 4.4886 2.3635 2.7748
H 3.9065 1.3107 0.5982
H 4.5537 -0.1309 1.3775
H 2.9753 -0.2039 0.5727
H 2.9590 -2.1729 3.6754
H 1.8966 -4.3624 2.4988
H 0.5128 -6.7678 0.4172
H 1.8572 -5.7149 0.8727
H 0.3370 -5.6905 1.8140
H -0.5156 -6.0429 -1.6407
C -8.7258 -2.3201 5.8861
C -7.3416 -1.8787 5.4833
C -6.8677 -0.6327 5.9051
C -5.5489 -0.2559 5.6706
C -4.7014 -1.0865 4.9313
S -2.9791 -0.6340 4.8073
O -2.8249 0.6953 5.3321
O -2.2112 -1.7413 5.3216
N -2.5224 -0.5688 3.1536
C -3.3665 0.0099 2.1834
C -4.3501 0.9624 2.3972
C -5.3361 1.1221 1.4172
C -5.3725 0.2776 0.2881
C -4.3973 -0.6947 0.0838
C -3.3665 -0.8016 1.0216
C -2.5119 -1.9066 1.3239
N -2.8519 -3.1845 0.9216
O -3.5411 -3.3548 -0.1204
O -2.4408 -4.1513 1.6204
C -1.8143 -1.7073 2.6015
C -5.1784 -2.3162 4.4636
C -6.4968 -2.6955 4.7187
H -8.8953 -3.3636 5.6034
H -8.8610 -2.2223 6.9729
H -9.4926 -1.6991 5.4069
H -7.5389 0.0418 6.4445
H -5.1787 0.6955 6.0388
H -4.3360 1.5653 3.3039
H -6.1057 1.8852 1.5424
H -6.1858 0.3620 -0.4299
H -4.4242 -1.4160 -0.7312
H -1.8211 -2.5606 3.2769
H -4.5232 -2.9687 3.8939
H -6.8783 -3.6464 4.3395
*
```

Properties
HOMO-LUMO gap: 6.10 eV
E_HOMO: -6.55 eV

---

Here is C36H36N5PtS as an isolated structure from the Open Molecules 2025 dataset. Energies are from ωB97M-V/def2-TZVPD.

```
! wB97M-V def2-TZVPD RIJCOSX def2/J DEFGRID3
* xyz 3 5
Pt -0.2255 0.2521 0.0633
C 0.4376 -0.3414 -2.8935
C 0.4780 1.1555 -3.1753
C 1.2587 1.9894 -2.1906
C 2.0731 3.0168 -2.6480
C 2.7811 3.7925 -1.7463
C 2.6711 3.5152 -0.3907
C 1.8519 2.4789 -0.0007
N 1.1575 1.7342 -0.8776
N -0.5797 -0.7820 -1.9030
C -1.9611 -0.4671 -2.3632
C -2.4711 0.8695 -1.8918
C -3.5033 1.5165 -2.5509
C -3.9546 2.7333 -2.0652
C -3.3499 3.2817 -0.9413
C -2.3254 2.5834 -0.3384
N -1.9095 1.3955 -0.7996
C -0.4463 -2.2394 -1.6885
C -1.3398 -2.6958 -0.5655
C -1.8943 -3.9624 -0.5363
C -2.7079 -4.3088 0.5339
C -2.9466 -3.3728 1.5279
C -2.3540 -2.1270 1.4218
N -1.5656 -1.7980 0.3961
H 1.4100 -0.6703 -2.5233
H 0.2403 -0.8740 -3.8288
H -0.5298 1.5638 -3.2840
H 0.9411 1.2843 -4.1533
H 2.1444 3.2043 -3.7114
H 3.4124 4.5989 -2.0957
H 3.2057 4.0902 0.3516
H 1.7305 2.2259 1.0455
H -2.6334 -1.2378 -1.9863
H -2.0016 -0.5171 -3.4544
H -3.9440 1.0722 -3.4340
H -4.7619 3.2542 -2.5633
H -3.6634 4.2351 -0.5402
H -1.8116 2.9699 0.5332
H 0.5976 -2.4428 -1.4399
H -0.6833 -2.7788 -2.6107
H -1.7033 -4.6607 -1.3410
H -3.1583 -5.2915 0.5832
H -3.5869 -3.5963 2.3698
H -2.5140 -1.3676 2.1764
C 5.4287 -1.9638 -3.0266
C 5.2135 -3.2898 -2.2637
C 6.5042 -4.1077 -2.3089
C 4.0829 -4.0939 -2.9493
C 4.7635 -2.9736 -0.8657
C 5.4707 -3.4428 0.2808
C 5.0640 -3.1419 1.5426
C 3.8961 -2.3470 1.7007
S 3.1931 -1.8176 3.1318
C 1.9264 -0.9878 2.1809
N 2.0307 -1.1180 0.9052
C 3.1508 -1.8808 0.5706
C 3.5864 -2.1848 -0.6832
C 0.8808 -0.2355 2.8601
C 0.9770 0.0835 4.2110
C -0.0282 0.8205 4.8307
C -1.1410 1.2260 4.1113
C -1.2596 0.8906 2.7639
C -0.2244 0.2222 2.1128
H 5.7512 -2.1996 -4.0406
H 6.2059 -1.3588 -2.5572
H 4.5176 -1.3673 -3.1018
H 6.7744 -4.2840 -3.3490
H 6.3891 -5.0847 -1.8366
H 7.3390 -3.5811 -1.8428
H 4.4006 -4.3332 -3.9641
H 3.1516 -3.5272 -3.0183
H 3.8881 -5.0310 -2.4259
H 6.3559 -4.0447 0.1394
H 5.6115 -3.4913 2.4088
H 3.0510 -1.8191 -1.5481
H 1.8371 -0.2190 4.7975
H 0.0558 1.0594 5.8823
H -1.9313 1.7802 4.6013
H -2.1638 1.1572 2.2285
*
```

Properties
HOMO-LUMO gap (spin up / spin down): 7.38 / 5.49 eV
<S²>: 6.03
E_HOMO (spin up / spin down): -15.71 / -17.09 eV

---

Number 1: E -242543.60572 eV, molecular weight 979.36 g/mol. Number 2: E -121036.53644 eV, molecular weight 793.57 g/mol. Number 3: E -126225.32046 eV, molecular weight 723.57 g/mol. Number 4: E -62896.25721 eV, molecular weight 620.78 g/mol. Number 5: E -59422.45134 eV, molecular weight 765.86 g/mol.